124
Properties=species:S:1:pos:R:3 method="wB97M-V/def2-TZVPD" smiles="COCCCCCCCCC[C@@H](CCCCCN)O[C@@H]([C@@](O)(CCC(N)=O)NCCC(=O)O)S(=O)(=O)F.C1CCOC1.C1CCOC1.C1CCOC1" homo_ev=-9.1436 energy_ha=-2904.80032
C -5.271 2.806 0.699
O -4.893 2.700 -0.654
C -3.991 3.704 -1.067
C -2.557 3.472 -0.572
C -2.098 4.451 0.503
C -0.870 3.935 1.247
C 0.315 3.663 0.324
C 1.688 3.578 1.009
C 2.201 2.170 1.283
C 1.197 1.336 2.095
C 0.245 0.436 1.277
C 0.520 -1.065 1.389
C -0.357 -1.673 2.469
C -1.858 -1.639 2.133
C -2.761 -1.205 3.286
C -2.480 -1.893 4.631
C -2.201 -0.928 5.770
N -0.928 -0.222 5.576
O 0.239 -1.618 0.092
C 0.285 -2.990 -0.110
C -0.168 -3.267 -1.564
O -0.457 -4.656 -1.545
C -1.479 -2.507 -1.784
C -2.096 -2.776 -3.151
C -3.355 -1.984 -3.418
N -4.234 -1.868 -2.344
O -3.611 -1.542 -4.537
N 0.869 -3.038 -2.555
C 1.185 -1.644 -2.928
C 2.670 -1.285 -2.888
C 3.633 -2.197 -3.598
O 4.751 -1.824 -3.939
O 3.181 -3.455 -3.876
S 1.923 -3.766 0.205
O 1.847 -5.175 -0.017
O 2.980 -2.954 -0.314
F 1.972 -3.573 1.752
H -6.158 2.199 0.840
H -4.492 2.419 1.363
H -5.477 3.842 0.970
H -4.025 3.705 -2.152
H -4.342 4.684 -0.731
H -2.515 2.446 -0.202
H -1.890 3.533 -1.429
H -1.850 5.402 0.031
H -2.905 4.590 1.221
H -0.574 4.630 2.032
H -1.182 3.008 1.735
H 0.114 2.775 -0.268
H 0.345 4.492 -0.387
H 2.405 4.076 0.357
H 1.676 4.153 1.935
H 3.100 2.279 1.868
H 2.496 1.684 0.353
H 0.555 2.064 2.586
H 1.707 0.772 2.873
H 0.356 0.682 0.224
H -0.785 0.643 1.558
H 1.568 -1.179 1.664
H -0.074 -2.692 2.718
H -0.154 -1.098 3.371
H -2.023 -0.978 1.283
H -2.155 -2.632 1.795
H -3.787 -1.417 2.992
H -2.678 -0.123 3.401
H -1.679 -2.624 4.566
H -3.374 -2.444 4.926
H -3.036 -0.228 5.852
H -2.112 -1.508 6.685
H -0.662 0.285 6.406
H -1.000 0.441 4.818
H -0.418 -3.542 0.519
H -0.652 -4.951 -2.436
H -2.170 -2.775 -0.988
H -1.312 -1.435 -1.691
H -2.369 -3.827 -3.245
H -1.405 -2.499 -3.942
H -4.998 -1.264 -2.621
H -3.792 -1.481 -1.521
H 0.605 -3.524 -3.397
H 0.839 -1.462 -3.945
H 0.657 -0.936 -2.300
H 2.995 -1.157 -1.862
H 2.792 -0.314 -3.366
H 3.614 -4.085 -3.293
C 7.245 -0.296 1.072
C 5.966 -0.909 1.645
C 5.085 0.323 1.797
O 5.463 1.228 0.760
C 6.686 0.785 0.155
H 7.874 -1.009 0.541
H 7.838 0.154 1.872
H 5.525 -1.603 0.931
H 6.114 -1.438 2.586
H 5.253 0.814 2.763
H 4.019 0.103 1.711
H 6.467 0.386 -0.836
H 7.354 1.640 0.046
C -5.213 -3.314 -8.796
C -5.008 -3.578 -7.304
C -5.949 -2.557 -6.681
O -7.032 -2.395 -7.603
C -6.705 -3.007 -8.850
H -4.932 -4.150 -9.434
H -4.635 -2.440 -9.104
H -5.330 -4.593 -7.058
H -3.980 -3.454 -6.970
H -5.450 -1.595 -6.545
H -6.347 -2.876 -5.717
H -7.293 -3.925 -8.960
H -6.973 -2.327 -9.659
C 5.121 4.941 4.426
C 4.508 4.494 5.753
C 3.366 3.605 5.277
O 3.798 3.022 4.048
C 4.979 3.682 3.581
H 6.153 5.275 4.508
H 4.532 5.754 3.996
H 5.232 3.908 6.323
H 4.167 5.316 6.380
H 2.459 4.191 5.090
H 3.122 2.808 5.981
H 5.834 3.012 3.717
H 4.871 3.886 2.515